Computed, not measured: a cluster of 2 separate species, C2ClN2O2 in total at a distorted geometry, with ωB97M-V with the def2-TZVPD basis set.

Its frontier orbital gap is 7.55 eV. Its energy above the lowest of the compared OMol25 structures with the same formula, charge and spin is 13.16 kcal/mol. Its electronic energy is -796.3676 hartree. The total charge is -1. The value obtained for the HOMO energy is -3.7 eV.

Geometry as XYZ:
```
7
C2ClN2O2 | OMol25 | ωB97M-V with the def2-TZVPD basis set
C -1.538 -0.519 0.225
C 0.720 0.414 0.194
O -2.069 0.514 0.307
Cl 2.335 -0.009 1.263
N 1.088 1.228 -0.916
O -1.444 -1.674 0.153
N 0.909 0.046 -1.225
```